{
  "formula": "C18H30O11V",
  "method": "ωB97M-V/def2-TZVPD",
  "charge": 1,
  "spin_multiplicity": 3,
  "max_force_ev_per_a": 3.41,
  "homo_energy_ev": [-11.453, -10.834],
  "gap_ev": [8.679, 4.639],
  "symbols": ["O", "V", "C", "O", "H", "H", "H", "C", "O", "H", "H", "H", "O", "C", "O", "C", "C", "C", "H", "H", "H", "H", "H", "H", "O", "C", "O", "C", "C", "C", "H", "H", "H", "H", "H", "H", "O", "C", "O", "C", "C", "C", "H", "H", "H", "H", "H", "H", "O", "C", "O", "C", "C", "C", "H", "H", "H", "H", "H", "H"],
  "coordinates": [[0.2756, -2.4602, 0.3271], [-0.0688, -0.9877, 0.0507], [1.6458, -0.0482, -2.8456], [1.3771, -0.6576, -1.6242], [1.1898, 0.9342, -2.9677], [2.7196, 0.1105, -2.9446], [1.3687, -0.6196, -3.7315], [-3.3518, -1.8396, -1.2103], [-2.0439, -1.3678, -0.8731], [-3.8543, -2.2191, -0.3206], [-4.0974, -1.2655, -1.7604], [-3.3643, -2.8008, -1.7243], [1.6287, -0.5016, 1.4826], [2.4856, 0.3205, 1.8514], [3.3210, 0.8720, 0.9194], [4.1885, 1.8818, 1.3975], [3.5483, 2.3019, 2.7272], [2.6304, 1.0885, 3.1086], [4.1444, 2.6244, 0.6009], [5.1407, 1.3810, 1.5722], [3.0282, 3.2538, 2.6203], [4.3847, 2.2565, 3.4248], [1.6225, 1.3571, 3.4249], [3.0464, 0.5147, 3.9367], [-2.2022, -5.4856, -3.9743], [-1.0635, -5.1235, -3.6751], [0.0489, -5.8748, -3.9342], [1.1907, -5.2867, -3.3373], [0.7981, -3.8915, -2.8899], [-0.7273, -3.9477, -2.7691], [2.0265, -5.3264, -4.0359], [1.4638, -5.9112, -2.4867], [1.0984, -3.0978, -3.5740], [1.2212, -3.7536, -1.8949], [-1.1331, -3.0104, -3.1497], [-1.0262, -4.1214, -1.7354], [-0.2280, 1.2052, 0.2036], [-0.0241, 2.4091, -0.0728], [-0.9859, 3.2818, -0.3778], [-0.5730, 4.5746, -0.8037], [0.8839, 4.3072, -1.1842], [1.2916, 3.1243, -0.3174], [-0.5967, 5.2559, 0.0468], [-1.1413, 4.9014, -1.6745], [1.3780, 5.2469, -0.9373], [0.9352, 4.0861, -2.2503], [1.7730, 3.3547, 0.6330], [1.9459, 2.4699, -0.8933], [-1.0260, -0.6860, 2.0424], [-2.0524, -0.2569, 2.5733], [-2.5888, -0.7856, 3.6666], [-3.6868, -0.0001, 4.1821], [-3.5910, 1.3472, 3.4069], [-2.8580, 0.9825, 2.1228], [-3.6096, 0.0014, 5.2694], [-4.6375, -0.4720, 3.9338], [-2.9485, 1.9895, 4.0093], [-4.5327, 1.8953, 3.3777], [-2.2545, 1.8011, 1.7307], [-3.5335, 0.6678, 1.3273]],
  "forces_ev_per_a": [[-0.4, 0.2, -0.2], [2.6, 0.1, -0.8], [0.0, 0.2, 0.4], [-2.1, -0.5, 1.6], [-0.3, 0.4, 0.1], [0.3, 0.0, 0.1], [-0.3, -0.4, 0.0], [0.8, -0.5, 0.4], [-2.1, -0.1, -0.8], [0.2, 0.3, 0.8], [0.9, 1.1, 0.0], [1.0, -0.4, -0.4], [1.7, 1.6, 1.2], [-1.0, -0.2, -3.3], [-1.5, -2.1, -0.2], [-0.9, -0.6, 0.5], [0.6, -1.1, 0.3], [0.0, 0.7, 0.5], [0.7, 0.2, 0.3], [0.3, 0.6, -0.4], [0.1, -0.1, 0.5], [-0.4, 1.1, 0.4], [0.0, 0.1, 0.0], [0.1, -0.2, -0.2], [2.7, 0.9, 0.2], [-2.7, -1.6, 0.5], [-1.4, 0.6, -0.5], [0.6, -0.2, 0.1], [0.1, 0.1, 1.0], [1.1, 0.2, -0.9], [-0.2, 0.1, -0.1], [0.0, 0.0, 0.1], [0.2, -0.2, 0.1], [0.3, 0.6, -0.3], [-0.4, -0.2, 0.1], [-0.3, -0.2, -0.2], [-0.2, 3.2, -0.5], [0.2, -1.0, -1.0], [-1.9, -2.1, 0.9], [1.6, -0.4, -0.1], [-0.3, 1.3, 0.4], [0.2, -0.6, -0.5], [-0.5, 0.0, -0.1], [-0.3, -0.1, 0.5], [0.7, -0.3, -0.4], [0.3, 0.0, 0.1], [0.0, 0.2, 0.0], [0.1, -0.3, 0.4], [-1.4, -0.3, 0.2], [0.3, 0.9, -0.7], [0.8, -0.2, -0.6], [-0.7, 0.6, -0.9], [0.4, 0.0, 1.6], [-0.2, -0.4, 0.5], [0.2, 0.4, -0.2], [0.2, -0.4, -0.1], [0.2, 0.1, -0.1], [-0.1, -0.4, -0.5], [0.2, -0.4, 0.0], [-0.1, -0.1, -0.1]]
}

{
  "formula": "C6H12O",
  "method": "ωB97M-V/def2-TZVPD",
  "e_above_lowest_kj_mol": 33.8,
  "max_force_ev_per_a": 0.42,
  "homo_energy_ev": -9.445,
  "gap_ev": 10.565,
  "symbols": ["C", "C", "C", "O", "C", "C", "C", "H", "H", "H", "H", "H", "H", "H", "H", "H", "H", "H", "H"],
  "coordinates": [[0.4367, -2.0685, 1.1668], [0.7871, -0.8125, 0.3832], [0.4073, -0.8697, -1.0965], [0.3903, 0.4731, -1.5365], [0.0662, 1.3367, -0.4523], [-1.2440, 2.0616, -0.7385], [0.0459, 0.4515, 0.8088], [1.0855, -2.8904, 0.8442], [-0.6041, -2.3599, 0.9660], [0.5591, -1.9278, 2.2503], [1.8673, -0.6279, 0.4332], [1.1183, -1.4021, -1.7385], [-0.5915, -1.3257, -1.2156], [0.8762, 2.0760, -0.3829], [-1.2170, 2.5333, -1.7277], [-1.4243, 2.8438, 0.0103], [-2.0849, 1.3565, -0.7290], [-0.9894, 0.2110, 1.0871], [0.5153, 0.9410, 1.6675]],
  "forces_ev_per_a": [[0.0, 0.0, -0.1], [0.1, 0.0, -0.2], [0.0, -0.2, -0.1], [0.0, 0.0, -0.3], [-0.1, 0.3, 0.3], [0.0, 0.0, 0.0], [-0.1, 0.2, 0.1], [-0.1, 0.0, 0.2], [0.2, 0.1, 0.1], [0.0, 0.0, -0.3], [-0.1, 0.0, 0.1], [-0.1, -0.1, 0.2], [0.1, 0.0, 0.0], [-0.1, -0.1, 0.0], [0.1, -0.1, 0.2], [0.0, -0.2, -0.1], [0.1, 0.1, 0.0], [0.1, 0.0, -0.1], [-0.1, 0.0, -0.1]]
}